[1]
Molecular formula: C26H25F2N7O2
Method: DFT, ωB97M-V/def2-TZVPD

Calculated values
**HOMO-LUMO gap**: 9.5 eV
**Strongest force on any atom**: 0.993 eV Å⁻¹
**SMILES**: CC(C)(C)NC(=O)[C@H](c1ccncc1)N(C(=O)Cn1nnc(-c2ccc(F)cc2)n1)c1cccc(F)c1
**Multiplicity**: 1
**Total charge**: 0

Last column: natural (NBO) charge in e.
Element x y z (Å)
C -6.1117 -1.8474 0.9972  -0.622
C -4.9200 -1.2548 1.7524  0.125
C -5.2793 0.1233 2.3149  -0.620
C -4.4798 -2.1932 2.8737  -0.612
N -3.7818 -1.1227 0.8407  -0.651
C -3.7707 -0.3922 -0.2776  0.684
O -4.7016 0.2418 -0.7316  -0.629
C -2.3943 -0.3720 -0.9945  -0.155
C -1.8257 -1.7364 -1.3019  0.023
C -0.4716 -1.8981 -1.5747  -0.262
C -0.0029 -3.1652 -1.8819  0.047
N -0.7761 -4.2344 -1.9485  -0.417
C -2.0661 -4.0753 -1.7153  0.044
C -2.6432 -2.8570 -1.3913  -0.258
N -1.4642 0.4650 -0.2292  -0.470
C -0.8381 -0.0218 0.8564  0.701
O -1.0426 -1.1292 1.3187  -0.615
C 0.2516 0.8761 1.4609  -0.315
N 1.4639 0.6441 0.7337  0.016
N 1.5284 0.5868 -0.5753  -0.059
N 2.7505 0.3458 -0.8863  -0.260
C 3.4372 0.2550 0.2723  0.274
C 4.8559 -0.0127 0.3609  -0.131
C 5.5964 -0.1999 -0.8050  -0.145
C 6.9507 -0.4574 -0.7305  -0.284
C 7.5481 -0.5242 0.5169  0.414
F 8.8700 -0.7741 0.5940  -0.321
C 6.8323 -0.3421 1.6882  -0.284
C 5.4783 -0.0853 1.6057  -0.145
N 2.6241 0.4436 1.3102  -0.250
C -1.3841 1.8212 -0.6490  0.243
C -0.7376 2.1499 -1.8331  -0.246
C -0.6956 3.4695 -2.2492  -0.178
C -1.2965 4.4658 -1.4995  -0.277
C -1.9453 4.1139 -0.3293  0.410
F -2.5335 5.0709 0.4106  -0.317
C -2.0053 2.8047 0.1114  -0.318
H -5.8590 -2.8294 0.6031  0.205
H -6.3869 -1.1967 0.1720  0.240
H -6.9632 -1.9485 1.6642  0.209
H -5.5494 0.7928 1.5028  0.236
H -6.1208 0.0433 2.9971  0.210
H -4.4320 0.5433 2.8540  0.201
H -5.2847 -2.3201 3.5925  0.219
H -4.2179 -3.1695 2.4718  0.214
H -3.6130 -1.7887 3.3920  0.213
H -2.9088 -1.5488 1.1330  0.442
H -2.5644 0.1498 -1.9448  0.256
H 0.2086 -1.0601 -1.5440  0.231
H 1.0462 -3.3302 -2.0890  0.194
H -2.6690 -4.9708 -1.7896  0.192
H -3.7056 -2.7839 -1.2205  0.224
H -0.0139 1.9350 1.4129  0.238
H 0.4306 0.5739 2.4948  0.263
H 5.0954 -0.1409 -1.7583  0.236
H 7.5454 -0.6066 -1.6177  0.233
H 7.3373 -0.4034 2.6391  0.233
H 4.8894 0.0605 2.4974  0.231
H -0.2579 1.3770 -2.4110  0.239
H -0.1875 3.7238 -3.1660  0.226
H -1.2742 5.4983 -1.8087  0.236
H -2.5365 2.5599 1.0184  0.238

---

[2]
Molecular formula: C26H25FeN2O3S5
Method: DFT, ωB97M-V/def2-TZVPD

Calculated values
**HOMO-LUMO gap (alpha / beta)**: 6.3 / 6.3 eV
**Strongest force on any atom**: 1.990 eV Å⁻¹
**Energy relative to the best compared isomer or geometry (same formula, charge and spin)**: 122.7 kJ/mol
**Multiplicity**: 1
**Total charge**: -1

Last column: natural (NBO) charge in e.
Element x y z (Å)
Fe -0.0148 0.0480 -0.0972  0.617
S 0.1888 -0.8509 -2.2323  -0.214
C -1.0665 -2.0463 -2.0849  -0.133
C -1.5559 -2.6929 -3.2387  -0.233
C -2.5650 -3.6294 -3.1839  -0.199
C -3.1331 -3.9991 -1.9635  -0.289
C -2.6483 -3.4176 -0.8091  -0.138
C -1.6553 -2.4421 -0.8703  -0.288
S -0.9227 -1.8546 0.6362  0.426
C -2.2162 -1.0297 1.6251  -0.601
C -1.7222 0.2925 2.1717  0.276
C -2.4309 0.9386 3.1755  -0.257
C -2.0816 2.2349 3.5121  -0.146
C -1.0269 2.8486 2.8548  -0.252
C -0.3064 2.1228 1.9202  0.242
C 0.8023 2.7172 1.1042  -0.566
S 0.4778 2.3743 -0.6656  0.401
C -1.0901 3.2147 -0.7214  -0.162
C -1.0880 4.6058 -0.6541  -0.231
C -2.2758 5.3140 -0.6259  -0.271
C -3.4754 4.6047 -0.6766  -0.206
C -3.4763 3.2275 -0.7587  -0.229
C -2.2805 2.4823 -0.7912  -0.191
S -2.3087 0.7582 -0.9714  -0.276
N -0.6501 0.8628 1.6122  -0.481
H -1.1186 -2.4162 -4.1901  0.217
H -2.9152 -4.0862 -4.1023  0.201
H -3.9222 -4.7384 -1.9178  0.201
H -3.0368 -3.7146 0.1590  0.196
H -2.5232 -1.6798 2.4457  0.223
H -3.0699 -0.8223 0.9788  0.286
H -3.2775 0.4473 3.6359  0.217
H -2.6482 2.7757 4.2595  0.213
H -0.7669 3.8798 3.0499  0.221
H 1.7481 2.2133 1.2923  0.292
H 0.9096 3.7844 1.2896  0.220
H -0.1381 5.1284 -0.6241  0.211
H -2.2702 6.3951 -0.5748  0.203
H -4.4198 5.1366 -0.6546  0.200
H -4.4117 2.6831 -0.7976  0.213
C 4.4108 -0.3702 1.6659  -0.899
S 3.6484 0.1808 0.1546  2.432
O 4.2568 1.4661 -0.1256  -1.007
O 3.9086 -0.8690 -0.8171  -1.012
O 2.2078 0.3183 0.4709  -1.093
H 5.4842 -0.3930 1.4908  0.231
H 4.0487 -1.3627 1.9183  0.234
H 4.1728 0.3392 2.4567  0.219
N 1.7488 -2.7498 -0.1252  -0.865
C 2.0079 -3.4893 1.0376  0.171
C 2.0088 -2.8260 2.2691  -0.264
C 2.1995 -3.5230 3.4504  -0.196
C 2.3697 -4.9028 3.4375  -0.265
C 2.3529 -5.5724 2.2221  -0.222
C 2.1796 -4.8746 1.0350  -0.212
H 1.4135 -3.3368 -0.8790  0.372
H 2.5222 -2.1895 -0.4850  0.438
H 1.8492 -1.7538 2.2666  0.225
H 2.1970 -2.9872 4.3927  0.201
H 2.5012 -5.4491 4.3631  0.200
H 2.4888 -6.6472 2.1943  0.200
H 2.1747 -5.4022 0.0879  0.199

---

[3]
Molecular formula: C26H25N3O4PSe2Ta
Method: DFT, ωB97M-V/def2-TZVPD

Calculated values
**HOMO-LUMO gap**: 6.5 eV
**Strongest force on any atom**: 0.585 eV Å⁻¹
**Energy relative to the best compared isomer or geometry (same formula, charge and spin)**: 0.0 kJ/mol
**Multiplicity**: 1
**Total charge**: +2

Last column: natural (NBO) charge in e.
Element x y z (Å)
Ta -0.5794 1.1791 -0.1956  1.486
C -3.1050 2.0396 1.3352  -0.433
N -2.1759 2.6163 0.3163  -0.498
C -2.9624 3.0378 -0.8817  -0.431
C -1.4876 3.8211 0.8820  -0.257
C -0.3040 3.3753 1.6843  -0.052
C -0.3306 3.4445 3.0732  -0.191
C 0.7616 3.0451 3.8266  -0.115
C 1.9055 2.5597 3.2012  -0.200
C 1.9450 2.4585 1.8265  -0.079
C 0.8439 2.8501 1.0495  -0.337
H -3.8913 2.7656 1.5487  0.236
H -2.5576 1.8145 2.2490  0.238
H -3.5572 1.1310 0.9452  0.239
H -3.5986 3.8798 -0.6049  0.239
H -3.5877 2.2188 -1.2239  0.243
H -2.2843 3.3552 -1.6750  0.230
H -2.2016 4.3749 1.4930  0.240
H -1.1725 4.4526 0.0519  0.250
H -1.2086 3.8424 3.5670  0.242
H 0.7275 3.1272 4.9048  0.252
H 2.7643 2.2631 3.7876  0.253
H 2.8325 2.0972 1.3288  0.235
Se -0.1040 -0.4633 1.4470  -0.156
P 2.2836 -0.9303 1.7813  0.892
Se 1.0927 2.8028 -0.8847  0.250
C 2.1227 -2.7147 1.8643  -0.370
C 1.6110 -3.2251 3.0651  -0.203
C 1.5307 -4.5904 3.2618  -0.198
C 1.9846 -5.4579 2.2747  -0.143
C 2.5190 -4.9613 1.0937  -0.201
C 2.5854 -3.5939 0.8800  -0.203
C 2.8940 -0.5681 0.1134  -0.357
C 2.2775 -0.9725 -1.0733  -0.245
C 2.8053 -0.5946 -2.2962  -0.193
C 3.9662 0.1700 -2.3476  -0.169
C 4.6044 0.5506 -1.1760  -0.199
C 4.0655 0.1893 0.0512  -0.222
H 1.2819 -2.5494 3.8472  0.223
H 1.1321 -4.9824 4.1874  0.239
H 1.9337 -6.5266 2.4347  0.238
H 2.8917 -5.6402 0.3388  0.236
H 3.0228 -3.2207 -0.0345  0.226
H 1.3825 -1.5820 -1.0394  0.225
H 2.3136 -0.8980 -3.2111  0.236
H 4.3796 0.4577 -3.3052  0.239
H 5.5198 1.1255 -1.2157  0.241
H 4.5711 0.4844 0.9648  0.228
O -4.8658 -0.6344 -1.5084  -0.662
C -4.8048 -1.3116 -2.6664  0.770
O -5.7844 -1.7169 -3.2100  -0.505
C -3.4562 -1.5120 -3.2905  -0.209
C -3.3170 -2.2727 -4.4209  0.039
N -2.0064 -2.2359 -4.7592  -0.262
N -1.2666 -1.5156 -3.9526  -0.136
C -2.1251 -1.0695 -3.0270  -0.059
C -1.5806 -0.2371 -2.0018  0.812
O -2.2623 0.2067 -0.9929  -0.744
O -0.3604 0.1632 -1.9689  -0.653
H -3.9833 -0.4245 -1.1766  0.489
H -4.0607 -2.8095 -4.9861  0.274
H -1.5697 -2.6889 -5.5500  0.442

---

[4]
Molecular formula: C26H25NO4
Method: DFT, ωB97M-V/def2-TZVPD

Calculated values
**HOMO-LUMO gap**: 6.8 eV
**Strongest force on any atom**: 2.604 eV Å⁻¹
**Energy relative to the best compared isomer or geometry (same formula, charge and spin)**: 442.1 kJ/mol
**Multiplicity**: 1
**Total charge**: 0

Last column: natural (NBO) charge in e.
Element x y z (Å)
C 4.6743 3.7395 -1.4340  -0.258
O 4.5005 2.3128 -1.2234  -0.488
C 3.2605 1.7943 -1.4338  0.359
C 3.0855 0.4227 -1.0987  -0.267
C 1.8052 -0.0663 -0.9749  -0.102
C 0.6674 0.7188 -1.2986  -0.230
C -0.6220 0.1027 -1.2359  0.203
C -1.8555 0.8137 -0.9956  -0.202
C -3.1109 0.1885 -1.2416  -0.052
C -4.2685 0.9548 -1.2567  -0.125
C -4.1895 2.3499 -1.0060  0.369
O -5.3762 3.0092 -1.1824  -0.473
C -6.3792 1.9984 -1.5856  -0.062
C -5.6656 0.6433 -1.6701  -0.457
C -3.0022 2.9502 -0.5582  -0.296
C -1.8711 2.1656 -0.5210  -0.114
C 0.8771 2.0460 -1.7638  -0.084
C 2.1505 2.5850 -1.8295  -0.362
H 5.7340 3.9054 -1.2215  0.207
H 4.4418 4.0157 -2.4674  0.182
H 4.0495 4.3221 -0.7489  0.184
H 3.9487 -0.2136 -0.8975  0.237
H 1.6210 -1.0437 -0.5543  0.270
H -0.7521 -0.7956 -1.8515  0.259
H -3.1573 -0.8795 -1.4608  0.228
H -7.1654 2.0255 -0.8211  0.193
H -6.8111 2.3219 -2.5422  0.195
H -5.6764 0.2689 -2.6999  0.229
H -6.1529 -0.0685 -1.0048  0.232
H -2.9958 4.0150 -0.3096  0.235
H -0.9454 2.5799 -0.1285  0.230
H 0.0454 2.6682 -2.0682  0.209
H 2.2850 3.6357 -2.1246  0.224
C 4.5846 -2.0006 2.6897  -0.231
C 4.1680 -3.1685 2.0403  -0.211
C 2.8055 -3.4255 1.8624  -0.209
C 1.8509 -2.5257 2.3698  -0.020
C 0.3901 -2.9183 2.4204  -0.440
C -0.6545 -1.9619 1.7353  -0.072
C -1.9290 -2.7632 1.5013  -0.082
O -1.7414 -3.2994 0.1753  -0.527
C -0.7895 -2.5096 -0.4301  0.831
O -0.4549 -2.7646 -1.5823  -0.684
N -0.3898 -1.4490 0.3740  -0.677
C 2.2695 -1.3007 2.9024  -0.163
C 3.6378 -1.0383 3.0616  -0.227
H 5.6486 -1.8296 2.8719  0.213
H 4.9030 -3.8794 1.6623  0.213
H 2.4534 -4.3245 1.3465  0.215
H 0.2721 -3.9244 1.9683  0.213
H 0.0995 -3.0297 3.4868  0.219
H -0.8755 -1.0739 2.3520  0.193
H -2.0928 -3.6143 2.1727  0.188
H -2.7650 -2.0364 1.5359  0.171
H 1.5112 -0.5700 3.2148  0.202
H 3.9489 -0.0788 3.4791  0.211